Entry from the Open Molecules 2025 dataset: C25H33BrNO6Se2W as an isolated structure (ωB97M-V/def2-TZVPD).

Geometry (Å):
W -0.4278 0.0098 2.4342
O 1.6944 -5.7446 2.8671
C 1.1818 -4.5282 2.7814
C -0.1943 -4.2718 2.6429
C -0.5936 -2.9688 2.5516
N 0.2774 -1.9676 2.6021
C 1.5739 -2.1925 2.7578
C 2.0855 -3.4512 2.8476
C 2.3462 -0.8845 2.8135
O 3.5222 -0.7875 2.9607
O 1.4898 0.1372 2.6739
C -2.0254 -2.4598 2.4453
O -2.9849 -3.1518 2.3137
O -2.0164 -1.1307 2.5538
H 1.0224 -6.4372 2.8081
H -0.9359 -5.0614 2.6131
H 3.1475 -3.6132 2.9756
C -0.3454 -1.3032 5.6219
Se -0.8448 0.4318 4.8767
C 2.7425 2.0127 5.1975
C 2.5509 2.9530 4.2835
Se -0.4420 2.5009 2.5499
C 0.0572 3.1203 0.7832
H 0.6700 -1.5666 5.3383
H -1.0505 -2.0760 5.3216
H -0.3946 -1.1711 6.6989
H 3.5706 1.3160 5.1262
H 2.0904 1.9215 6.0575
H 3.2022 3.0449 3.4213
H 1.7688 3.6931 4.3862
H 0.9605 2.6100 0.4564
H 0.2499 4.1811 0.9110
H -0.7467 2.9715 0.0679
C -2.2695 0.3261 -5.4940
C -2.3770 1.5353 -4.5548
C -1.4950 2.6774 -5.0771
C -3.8319 2.0035 -4.5349
C -1.8868 1.1410 -3.1613
C -2.6688 1.3087 -2.0210
C -2.1690 0.9398 -0.7923
Br -3.2495 1.1827 0.7158
C -0.8726 0.4215 -0.6624
O -0.4400 0.0817 0.6017
C -0.0519 0.2451 -1.7796
C -0.6146 0.6098 -3.0005
C 1.3982 -0.2802 -1.8278
C 2.2865 0.8305 -2.4105
C 1.4378 -1.5106 -2.7435
C 2.0043 -0.6797 -0.4837
H -2.6349 0.5977 -6.4858
H -2.8716 -0.5076 -5.1269
H -1.2410 -0.0206 -5.6041
H -1.8568 3.0101 -6.0517
H -0.4561 2.3632 -5.1941
H -1.5184 3.5316 -4.3974
H -4.1442 2.2479 -5.5508
H -3.9641 2.9021 -3.9280
H -4.5023 1.2262 -4.1613
H -3.6647 1.7217 -2.0737
H -0.0074 0.4763 -3.8859
H 1.9715 1.1228 -3.4123
H 3.3195 0.4826 -2.4726
H 2.2625 1.7210 -1.7784
H 1.1522 -1.2720 -3.7677
H 0.7649 -2.2905 -2.3801
H 2.4513 -1.9158 -2.7696
H 2.0531 0.1596 0.2068
H 3.0280 -1.0182 -0.6550
H 1.4561 -1.5069 -0.0257

LUMO level (alpha / beta): -5.42 / -5.42 eV
DFT total energy: -242792.083 eV
net charge: +1
HOMO level (alpha / beta): -11.1 / -11.1 eV
Kohn-Sham gap (alpha / beta): 5.70 / 5.70 eV
spin multiplicity: 1